2 unconnected molecules or ions with the total composition C2HF at a distorted geometry, computed with ωB97M-V/def2-TZVPD.

Geometry as XYZ:
```
4
Properties=species:S:1:pos:R:3:forces:R:3:mulliken_charge:R:1
C -0.946962 0.789247 1.123617 1.8532 -0.2449 -0.8946 -0.25
C 1.258618 0.130136 -0.541866 -1.3256 0.0167 0.9381 0.10
F 1.013710 -1.061139 -0.901264 -0.0211 0.5516 0.2448 0.00
H -1.325366 0.141756 0.319512 -0.5065 -0.3234 -0.2882 0.15
```
Forces are in eV/Å.

**HOMO (spin up / spin down)**: -7.8 / -7.8 eV
**Lowest unoccupied orbital energy (spin up / spin down)**: -1.42 / -1.38 eV
**Spin multiplicity**: 1
**Gap between HOMO and LUMO (spin up / spin down)**: 6.356 / 6.408 eV

***

A molecular structure, C24H40BIrN4P, computed with ωB97M-V/def2-TZVPD.

Geometry as XYZ:
```
71
Properties=species:S:1:pos:R:3:forces:R:3:lowdin_spin:R:1
Ir -0.117426 -0.205493 0.104180 0.0458 -0.0824 -0.0426 2.56
B 1.412062 2.439127 -1.834663 -0.1230 -0.2589 0.2336 0.24
N -0.021137 2.514951 -1.498117 -0.0444 0.3121 -0.1682 0.11
C -0.809338 3.562886 -1.918181 0.1867 -0.1296 0.0258 0.06
C -2.097422 3.306710 -1.563307 -0.1266 -0.1272 0.0917 0.02
C -2.041531 2.062559 -0.912028 -0.1895 0.0623 -0.0278 0.11
N -0.794820 1.598088 -0.872268 -0.1106 0.0601 0.0224 0.12
N 2.219583 1.266371 -1.448778 0.2654 0.1740 -0.0596 0.11
C 3.535583 1.133645 -1.824390 -0.2178 0.0764 -0.0107 0.06
C 3.984254 -0.083848 -1.413357 -0.0067 -0.1824 0.0316 0.02
C 2.878634 -0.668356 -0.777568 0.0747 -0.0507 0.0287 0.11
N 1.829244 0.154222 -0.781904 0.1360 -0.1300 -0.1178 0.12
H 1.997024 3.505033 -1.535367 -0.0236 -0.0612 -0.3439 0.15
H 1.544776 2.636782 -3.076176 0.1551 0.2629 0.1864 0.17
H -0.376140 4.399397 -2.446605 0.0156 -0.0787 0.0429 0.00
H -2.966533 3.916917 -1.742457 0.0289 -0.0364 0.0041 0.00
H -2.848141 1.494121 -0.474483 0.0541 0.0354 -0.0341 0.00
H 4.032594 1.920931 -2.370992 -0.0589 -0.0124 0.0413 0.00
H 4.963253 -0.510797 -1.553905 -0.0560 0.0181 0.0032 0.00
H 2.800681 -1.649425 -0.335282 0.0126 0.0357 -0.0084 0.00
C -1.114174 -3.441803 -2.821636 0.0331 0.0145 -0.1062 0.03
C -0.467485 -2.142902 -2.315270 -0.1171 -0.2049 0.0160 0.06
C -0.870511 -0.964463 -3.197481 -0.0415 0.0139 0.0434 0.01
C -0.871634 -1.979193 -0.859596 0.2047 0.4426 0.0832 0.38
H -0.788325 -3.641854 -3.843265 -0.0325 -0.0242 0.0106 0.01
H -2.203139 -3.352393 -2.823296 0.0368 -0.0084 0.0006 0.00
H -0.840527 -4.298961 -2.204809 -0.0046 0.0393 -0.0138 0.00
H 0.618029 -2.270106 -2.371936 0.0313 0.0198 0.0518 0.00
H -0.652043 -1.179069 -4.243841 -0.0150 -0.0047 0.0264 0.00
H -0.335924 -0.046503 -2.932176 -0.0227 -0.0483 -0.0135 0.00
H -1.944959 -0.771020 -3.115798 0.0471 0.0083 -0.0136 0.00
H -0.474367 -2.760438 -0.203210 -0.0594 -0.0530 -0.0006 0.05
H -1.954579 -1.877769 -0.715925 0.0137 -0.0825 -0.0662 0.04
C -0.742603 2.870872 2.532905 -0.0305 -0.0091 0.0026 0.00
C 0.304902 1.870033 3.030948 -0.0492 -0.0507 -0.0533 0.03
C 1.641845 2.129330 2.325451 0.0485 0.0441 -0.0057 0.01
C 0.505935 2.023237 4.541586 0.0493 0.0872 0.0287 0.01
P -0.191689 0.135111 2.560535 -0.0655 0.1211 -0.0609 0.19
C 0.973569 -0.987754 3.362670 0.0191 -0.0280 -0.0924 0.03
C 1.951814 -1.610263 2.590885 0.0209 -0.0413 0.0996 0.02
C 2.876885 -2.469328 3.165387 -0.0161 0.0070 -0.0322 0.00
C 2.824176 -2.719301 4.527321 0.0121 -0.0182 0.0217 0.00
C 1.849979 -2.109774 5.307350 -0.0508 0.0327 0.0181 0.00
C 0.928424 -1.247794 4.733000 0.0813 -0.0167 0.0781 0.00
C -1.935514 -0.357280 3.031833 0.0111 -0.0125 -0.0788 0.03
C -2.907822 0.127407 1.944883 -0.0192 0.0593 0.0713 0.04
C -2.400750 0.201258 4.378593 -0.1001 -0.0650 0.0310 0.01
C -1.957266 -1.891652 3.050851 -0.0132 -0.0614 0.0451 0.01
H -0.370801 3.884023 2.704502 0.0035 -0.0458 -0.0010 0.00
H -1.686760 2.779066 3.070803 0.0277 0.0170 -0.0460 0.00
H -0.936790 2.767167 1.462217 0.0156 0.0061 0.0551 0.00
H 1.968265 3.146613 2.555743 -0.0011 -0.0443 0.0141 0.00
H 1.552978 2.047204 1.237550 -0.0111 0.0289 0.0331 0.01
H 2.422087 1.444044 2.664343 -0.0275 0.0014 -0.0240 0.00
H 0.762396 3.067176 4.740388 -0.0022 -0.0336 0.0024 0.00
H 1.329150 1.411210 4.907798 -0.0131 -0.0136 -0.0176 0.00
H -0.388927 1.794824 5.116502 -0.0033 0.0030 -0.0028 0.00
H 1.988924 -1.416977 1.529785 0.0060 0.0020 -0.0464 0.01
H 3.633442 -2.946382 2.555175 -0.0245 0.0172 0.0073 0.00
H 3.539786 -3.391131 4.983121 -0.0175 0.0177 -0.0053 0.00
H 1.806902 -2.305154 6.370521 -0.0003 0.0020 -0.0095 0.00
H 0.187115 -0.779936 5.364219 -0.0188 0.0088 0.0110 0.00
H -3.014620 1.212880 1.935994 0.0262 0.0039 -0.0012 0.00
H -3.892085 -0.307214 2.133012 0.0162 0.0576 0.0547 0.00
H -2.610379 -0.205744 0.945539 0.0198 -0.0856 0.0017 0.02
H -2.440576 1.289694 4.387172 0.0020 -0.0373 0.0136 0.00
H -1.795045 -0.137955 5.216776 0.0174 -0.0003 -0.0198 0.00
H -3.416931 -0.161286 4.553913 0.0209 0.0089 0.0127 0.00
H -1.547165 -2.324454 2.133327 -0.0166 0.0251 0.0061 0.00
H -2.994045 -2.223308 3.137239 0.0244 0.0074 0.0162 0.00
H -1.398767 -2.299308 3.892747 -0.0324 0.0055 -0.0440 0.00
```
Forces are in eV/Å.

**HOMO (spin up / spin down)**: -13.9 / -14.9 eV
**Lowest unoccupied orbital energy (spin up / spin down)**: -5.21 / -9.69 eV
**Spin multiplicity**: 6
**Gap between HOMO and LUMO (spin up / spin down)**: 8.658 / 5.226 eV
**<S²>**: 8.767
**Charge**: +2

***

A molecular structure, C8H27N5O5Si2, computed with ωB97M-V/def2-TZVPD.

Geometry as XYZ:
```
47
Properties=species:S:1:pos:R:3:forces:R:3:mulliken_charge:R:1
C -4.999678 -1.223352 -0.045468 -0.0853 -0.0192 -0.0910 -1.10
C -4.188681 -2.356911 0.601535 0.0088 0.0607 0.0940 -0.20
C -3.396556 -3.218790 -0.384505 0.0540 -0.0230 -0.0202 -0.86
C -2.490697 -2.408179 -1.330244 -0.0716 -0.1265 -0.0384 -0.63
Si -0.955148 -1.774494 -0.492151 0.0506 -0.1966 0.2172 0.27
O -0.842729 -0.131825 -0.569953 -0.0209 0.0194 -0.0313 0.28
Si 0.434162 0.735138 -1.157629 0.0376 0.1996 -0.0205 0.13
C -0.027072 2.537202 -1.167369 0.0080 0.1910 0.0008 -0.91
C 1.124006 3.585237 -1.151325 0.0143 -0.3013 -0.1990 0.57
N 0.514346 4.880896 -0.906892 0.0687 0.2691 -0.1146 -0.66
N 2.174699 3.304355 -0.175761 0.0227 0.1745 0.1183 -0.63
N 1.786659 3.700754 -2.446267 -0.0012 0.0344 0.0278 -0.68
H -5.150372 -1.403397 -1.114269 -0.0606 -0.0159 0.0894 0.30
H -4.513402 -0.250194 0.050490 0.0474 -0.0842 -0.0455 0.24
H -5.989585 -1.132095 0.405991 0.0843 0.0078 0.0121 0.33
H -3.494684 -1.940637 1.341298 -0.0755 0.0021 -0.0433 0.16
H -4.862321 -3.011265 1.162655 0.0883 0.0138 -0.0381 0.38
H -4.084920 -3.842012 -0.965480 -0.0027 0.1224 -0.0049 0.36
H -2.778753 -3.912936 0.198384 -0.0843 -0.0329 -0.0874 0.31
H -2.164864 -3.031447 -2.170876 -0.0703 0.0298 0.0612 0.39
H -3.034878 -1.566007 -1.768904 0.0365 -0.0523 0.0206 0.36
H -0.959359 -2.173513 0.939057 -0.0150 0.0260 -0.0099 -0.18
H 0.273817 -2.350744 -1.101367 -0.0333 0.0272 -0.0144 -0.19
H 0.728570 0.257606 -2.529873 0.1214 -0.0216 0.0278 -0.20
H 1.591402 0.483501 -0.271383 -0.0078 -0.0786 -0.0545 -0.18
H -0.621177 2.719649 -2.070813 -0.0691 0.0502 0.1565 0.33
H -0.702651 2.732381 -0.324130 0.0839 -0.0824 0.0079 0.43
H 1.191973 5.580563 -1.194808 0.0512 -0.0095 0.0557 0.34
H 0.380831 5.022118 0.088178 -0.1382 -0.0994 0.0073 0.26
H 2.780446 2.536043 -0.440433 -0.0011 -0.0491 -0.0549 0.21
H 1.777476 3.073907 0.726889 -0.0213 -0.0378 0.0174 0.27
H 1.096359 3.890074 -3.161900 -0.0387 -0.0025 -0.0214 0.27
H 2.267452 2.847069 -2.700994 0.0263 -0.0537 0.0317 0.30
C 4.603234 -1.788963 0.395907 0.0509 0.0376 -0.0076 -0.71
N 4.302873 -0.333108 0.347089 -0.0804 0.0101 0.0653 0.95
O 4.052747 0.162422 -0.731787 0.0506 0.0467 -0.2125 -0.52
O 4.309888 0.270632 1.397353 -0.0128 0.0255 0.1056 -0.53
H 4.552700 -2.174559 -0.614449 0.0010 -0.0146 0.0032 0.30
H 5.594590 -1.891818 0.827009 0.0022 -0.0159 0.0059 0.31
H 3.865698 -2.238205 1.052404 -0.0520 -0.0167 0.0382 0.24
C 0.527378 -0.063765 2.828338 -0.0366 -0.0207 -0.0487 -0.35
N 1.235855 -1.262250 3.354109 0.0337 0.0691 -0.0093 0.93
O 1.944518 -1.882527 2.588000 0.0666 -0.0709 -0.1368 -0.51
O 1.054299 -1.545018 4.515676 -0.0336 -0.0155 0.1092 -0.58
H 0.816779 0.068226 1.793401 -0.0040 0.0243 0.0031 -0.20
H -0.535674 -0.262723 2.929045 -0.0118 0.0298 -0.0096 0.29
H 0.810445 0.782964 3.446221 0.0193 -0.0305 0.0376 0.35
```
Forces are in eV/Å.

**HOMO**: -9.3 eV
**Lowest unoccupied orbital energy**: 0.22 eV
**Spin multiplicity**: 1
**Gap between HOMO and LUMO**: 9.491 eV